No. 1
{
  "formula": "C32H35F6N6O2",
  "method": "wB97M-V/def2-TZVPD",
  "smiles": "CC(=O)N1CCN2CCN(C(C)=O)c3c[n+](C(c4ccc(N(C)CC(F)(F)F)cc4)c4ccc(N(C)CC(F)(F)F)cc4)cc1c32",
  "total_charge": 1,
  "species": ["C", "N", "C", "C", "F", "F", "F", "C", "C", "C", "C", "C", "C", "C", "C", "C", "N", "C", "C", "C", "F", "F", "F", "C", "C", "C", "C", "H", "H", "H", "H", "H", "H", "H", "H", "H", "H", "H", "H", "H", "H", "H", "H", "H", "H", "H", "C", "C", "O", "N", "C", "C", "N", "C", "C", "N", "C", "C", "O", "C", "C", "N", "C", "C", "C", "H", "H", "H", "H", "H", "H", "H", "H", "H", "H", "H", "H", "H", "H", "H", "H"],
  "positions_angstrom": [[-5.625, 0.210, -3.851], [-5.187, 0.936, -2.684], [-6.130, 1.934, -2.196], [-5.808, 3.279, -2.776], [-6.698, 4.249, -2.422], [-4.555, 3.678, -2.383], [-5.799, 3.212, -4.152], [-4.052, 0.549, -2.021], [-3.832, 0.859, -0.650], [-2.791, 0.267, 0.063], [-1.746, -0.399, -0.590], [-0.566, -0.943, 0.247], [0.343, -1.910, -0.607], [1.697, -1.670, -0.772], [2.526, -2.409, -1.640], [2.066, -3.600, -2.269], [2.826, -4.431, -3.072], [4.175, -4.124, -3.518], [2.428, -5.824, -3.350], [2.003, -6.046, -4.781], [2.131, -7.357, -5.171], [0.679, -5.669, -4.932], [2.718, -5.284, -5.680], [0.686, -3.858, -2.096], [-0.125, -3.052, -1.299], [-1.900, -0.606, -1.972], [-3.014, -0.153, -2.685], [-5.372, -0.856, -3.762], [-6.712, 0.321, -3.915], [-5.208, 0.592, -4.796], [-7.104, 1.657, -2.600], [-6.119, 1.987, -1.112], [-4.475, 1.565, -0.126], [-2.789, 0.324, 1.161], [-1.075, -1.687, 0.899], [2.113, -0.825, -0.233], [3.548, -2.057, -1.817], [4.431, -3.117, -3.181], [4.902, -4.873, -3.154], [4.230, -4.146, -4.619], [3.269, -6.513, -3.180], [1.570, -6.107, -2.732], [0.255, -4.671, -2.674], [-1.156, -3.349, -1.308], [-1.108, -1.099, -2.523], [-3.098, -0.235, -3.778], [4.292, 3.418, -0.538], [3.390, 2.355, 0.034], [3.326, 1.214, -0.421], [2.636, 2.788, 1.126], [3.187, 3.802, 2.034], [3.335, 3.284, 3.451], [2.118, 2.617, 3.856], [2.021, 2.401, 5.276], [0.600, 2.071, 5.635], [-0.016, 1.071, 4.771], [-1.005, 0.259, 5.342], [-1.473, 0.774, 6.687], [-1.419, -0.771, 4.815], [0.318, 1.016, 3.398], [-0.293, 0.166, 2.471], [0.090, 0.081, 1.133], [0.851, 1.138, 0.688], [1.570, 1.960, 1.561], [1.349, 1.905, 2.959], [3.777, 4.387, -0.531], [5.242, 3.463, 0.012], [4.517, 3.101, -1.556], [4.176, 4.119, 1.697], [2.527, 4.678, 2.037], [4.221, 2.615, 3.540], [3.524, 4.129, 4.138], [2.735, 1.625, 5.631], [2.301, 3.336, 5.782], [0.638, 1.749, 6.674], [-0.011, 2.977, 5.600], [-1.753, 1.840, 6.622], [-2.346, 0.187, 6.965], [-0.718, 0.622, 7.480], [-1.126, -0.480, 2.723], [0.865, 1.357, -0.381]],
  "lowdin_charge": [-0.055, -0.133, -0.048, -0.530, 0.127, 0.115, 0.113, -0.219, -0.004, -0.037, -0.182, -0.128, -0.174, -0.040, 0.009, -0.201, -0.119, -0.035, -0.047, -0.507, 0.117, 0.095, 0.099, -0.011, -0.047, -0.025, 0.003, 0.101, 0.091, 0.097, 0.137, 0.127, 0.101, 0.113, 0.161, 0.078, 0.099, 0.075, 0.101, 0.089, 0.143, 0.133, 0.098, 0.114, 0.110, 0.117, 0.009, -0.436, 0.068, 0.015, -0.106, -0.119, -0.057, -0.123, -0.134, 0.022, -0.420, 0.003, 0.074, -0.051, 0.072, 0.032, 0.065, -0.078, -0.030, 0.099, 0.099, 0.097, 0.117, 0.142, 0.150, 0.139, 0.152, 0.139, 0.118, 0.142, 0.100, 0.095, 0.098, 0.121, 0.166]
}

No. 2
{
  "formula": "C32H35MoN4O2Si2",
  "method": "wB97M-V/def2-TZVPD",
  "multiplicity": 3,
  "total_charge": 1,
  "de_lowest_kcal_mol": 12.4,
  "species": ["Mo", "C", "O", "C", "C", "C", "C", "C", "C", "N", "N", "C", "C", "O", "C", "C", "C", "C", "C", "C", "C", "C", "H", "H", "H", "H", "H", "H", "H", "H", "H", "H", "H", "H", "H", "C", "Si", "C", "C", "C", "C", "C", "C", "C", "Si", "C", "C", "H", "H", "H", "H", "H", "H", "H", "H", "H", "H", "H", "H", "H", "H", "H", "H", "N", "C", "C", "C", "N", "C", "C", "H", "H", "H", "H", "H", "H"],
  "positions_angstrom": [[-0.414, 0.170, -0.028], [-1.057, 0.932, 3.220], [-0.097, 0.465, 2.244], [1.232, 0.490, 2.643], [1.645, 0.745, 3.936], [3.008, 0.755, 4.206], [3.934, 0.514, 3.200], [3.505, 0.257, 1.908], [2.150, 0.243, 1.637], [1.561, 0.025, 0.360], [2.368, -0.304, -0.580], [2.073, -0.498, -1.889], [0.813, -0.345, -2.547], [-0.259, -0.018, -1.849], [0.674, -0.540, -3.927], [1.759, -0.895, -4.667], [3.049, -1.078, -4.090], [4.148, -1.446, -4.896], [5.387, -1.623, -4.342], [5.557, -1.437, -2.960], [4.502, -1.074, -2.160], [3.223, -0.883, -2.707], [-0.753, 1.909, 3.589], [-2.003, 1.024, 2.708], [-1.127, 0.214, 4.034], [0.939, 0.934, 4.730], [3.341, 0.960, 5.215], [4.993, 0.533, 3.420], [4.204, 0.081, 1.102], [-0.303, -0.394, -4.367], [1.648, -1.047, -5.735], [3.993, -1.582, -5.960], [6.228, -1.902, -4.962], [6.534, -1.581, -2.519], [4.646, -0.936, -1.098], [-3.516, -0.300, -1.206], [-2.909, 0.270, 0.479], [-3.702, -0.871, 1.722], [-3.412, 2.044, 0.764], [-4.712, 2.361, 1.180], [-5.100, 3.678, 1.368], [-4.189, 4.703, 1.144], [-2.901, 4.402, 0.724], [-2.489, 3.077, 0.524], [-0.746, 2.689, -0.084], [0.456, 3.592, 1.042], [-0.511, 3.397, -1.800], [-4.606, -0.199, -1.212], [-3.266, -1.349, -1.385], [-3.116, 0.301, -2.025], [-4.789, -0.750, 1.687], [-3.385, -0.710, 2.753], [-3.474, -1.907, 1.455], [-5.435, 1.570, 1.361], [-6.109, 3.907, 1.690], [-4.485, 5.733, 1.295], [-2.205, 5.217, 0.549], [0.279, 4.671, 0.976], [1.493, 3.408, 0.748], [0.345, 3.304, 2.091], [-0.626, 4.485, -1.794], [-1.238, 2.985, -2.504], [0.492, 3.169, -2.174], [-0.588, -6.325, 0.469], [-0.567, -4.979, 0.351], [-0.768, -4.347, -0.885], [-0.733, -2.977, -0.954], [-0.508, -2.178, 0.103], [-0.320, -2.790, 1.286], [-0.338, -4.148, 1.460], [-0.779, -6.911, -0.324], [-0.476, -6.768, 1.362], [-0.951, -4.927, -1.781], [-0.900, -2.484, -1.904], [-0.143, -2.140, 2.135], [-0.177, -4.569, 2.444]],
  "lowdin_charge": [1.346, -0.032, -0.279, -0.237, -0.001, -0.050, -0.058, 0.005, -0.182, -0.119, 0.121, -0.121, -0.286, -0.284, 0.007, 0.022, -0.164, -0.022, -0.064, -0.054, -0.021, -0.092, 0.106, 0.039, 0.112, 0.115, 0.115, 0.113, 0.107, 0.130, 0.128, 0.119, 0.110, 0.111, 0.096, -0.195, 0.490, -0.199, -0.335, -0.093, -0.077, -0.074, -0.090, -0.311, 0.501, -0.205, -0.218, 0.046, 0.019, 0.026, 0.037, 0.023, 0.028, 0.098, 0.106, 0.107, 0.101, 0.035, 0.031, 0.014, 0.033, 0.027, 0.025, 0.148, -0.304, 0.004, -0.128, -0.057, -0.130, 0.001, 0.113, 0.112, 0.120, 0.108, 0.108, 0.119]
}

No. 3
{
  "formula": "C32H35N4O4RuSSb2",
  "method": "wB97M-V/def2-TZVPD",
  "multiplicity": 6,
  "total_charge": 0,
  "de_lowest_kcal_mol": 23.5,
  "species": ["Ru", "C", "N", "C", "C", "C", "C", "C", "N", "C", "C", "C", "C", "C", "C", "H", "H", "H", "H", "H", "H", "H", "H", "H", "H", "H", "C", "Sb", "C", "C", "C", "C", "C", "C", "C", "C", "C", "Sb", "C", "C", "H", "H", "H", "H", "H", "H", "H", "H", "H", "H", "H", "H", "H", "H", "H", "H", "H", "H", "H", "H", "S", "C", "N", "O", "C", "O", "C", "C", "C", "C", "C", "C", "N", "O", "O", "H", "H", "H", "H"],
  "positions_angstrom": [[1.459, -0.649, 0.291], [-0.175, -2.271, 3.118], [0.663, -2.323, 1.936], [1.150, -3.486, 1.642], [2.052, -3.681, 0.589], [2.767, -4.836, 0.195], [3.600, -4.436, -0.830], [3.368, -3.066, -1.029], [2.445, -2.623, -0.183], [-1.613, -2.649, 2.846], [-2.332, -3.422, 3.747], [-3.663, -3.720, 3.512], [-4.288, -3.262, 2.365], [-3.571, -2.510, 1.448], [-2.245, -2.207, 1.694], [-0.144, -1.247, 3.522], [0.231, -2.940, 3.890], [0.893, -4.351, 2.259], [2.678, -5.815, 0.627], [4.292, -5.040, -1.382], [3.840, -2.414, -1.743], [-1.851, -3.781, 4.644], [-4.209, -4.317, 4.229], [-5.327, -3.495, 2.186], [-4.048, -2.149, 0.549], [-1.663, -1.640, 0.973], [2.375, 2.174, 3.841], [1.103, 1.203, 2.379], [1.342, 2.900, 1.066], [-0.907, 1.594, 3.275], [-1.546, 2.802, 2.722], [-1.302, 4.021, 3.352], [-1.867, 5.197, 2.900], [-2.677, 5.168, 1.775], [-2.919, 3.969, 1.132], [-2.377, 2.768, 1.590], [-2.718, 1.519, 0.885], [-1.082, 0.712, -0.381], [-2.436, -0.420, -1.652], [-1.028, 2.492, -1.619], [3.392, 2.157, 3.459], [2.342, 1.654, 4.791], [2.047, 3.201, 3.969], [0.608, 3.673, 1.296], [1.247, 2.571, 0.032], [2.348, 3.291, 1.207], [-0.702, 1.718, 4.337], [-1.508, 0.697, 3.119], [-0.656, 4.021, 4.219], [-1.693, 6.122, 3.429], [-3.121, 6.080, 1.408], [-3.556, 3.948, 0.258], [-3.535, 1.688, 0.190], [-2.994, 0.718, 1.565], [-3.464, -0.214, -1.367], [-2.221, -1.481, -1.562], [-2.266, -0.112, -2.679], [-1.982, 2.570, -2.137], [-0.217, 2.421, -2.338], [-0.889, 3.367, -0.986], [5.552, 0.379, -1.102], [4.321, 0.267, -0.107], [3.441, 0.201, 0.678], [0.535, -1.144, -1.924], [1.210, -0.203, -2.416], [1.653, 0.745, -1.725], [1.437, -0.192, -3.895], [2.262, 0.765, -4.483], [2.422, 0.783, -5.853], [1.752, -0.156, -6.628], [0.948, -1.133, -6.051], [0.794, -1.144, -4.681], [1.891, -0.108, -8.060], [2.580, 0.774, -8.531], [1.305, -0.946, -8.715], [2.774, 1.473, -3.851], [3.038, 1.517, -6.351], [0.447, -1.846, -6.687], [0.187, -1.886, -4.188]],
  "lowdin_charge": [1.208, -0.212, -0.081, -0.107, -0.341, -0.042, -0.090, -0.156, -0.061, -0.216, -0.042, -0.080, -0.085, -0.075, -0.064, 0.070, 0.119, 0.141, 0.099, 0.088, 0.095, 0.110, 0.104, 0.102, 0.099, 0.043, -0.292, 1.304, -0.291, -0.289, -0.317, -0.063, -0.083, -0.082, -0.054, -0.297, -0.289, 1.390, -0.268, -0.249, 0.007, -0.002, 0.007, 0.012, -0.040, 0.020, 0.064, 0.038, 0.110, 0.103, 0.102, 0.112, 0.060, 0.051, 0.005, 0.003, 0.009, 0.018, 0.005, 0.004, 0.600, -1.014, -0.133, -0.151, -0.688, -0.139, -0.114, 0.014, 0.022, -0.147, 0.021, 0.007, -0.361, 0.082, 0.082, 0.122, 0.121, 0.120, 0.121]
}

no.,E_tot (a.u.)
1,-2318.419483
2,-2256.905516
3,-2733.761366